[1]
Below is a 2-piece molecular cluster, C6H10IN overall, with properties calculated with ωB97M-V/def2-TZVPD.

XYZ file:
```
18
Properties=species:S:1:pos:R:3:mulliken_spin:R:1
C -0.166 2.977 -0.650 -0.0004
C 1.337 -0.307 -1.473 0.0001
C 0.363 3.002 0.420 0.0109
C -1.153 -1.608 -0.329 0.0263
C -0.147 -0.827 1.876 0.4522
C -0.031 -0.910 0.387 -0.0107
N 1.000 -0.367 -0.089 0.1157
I -1.886 0.322 2.464 1.4330
H -0.613 3.001 -1.600 -0.0006
H 0.616 -0.764 -2.158 0.0016
H 2.310 -0.788 -1.593 0.0053
H 1.458 0.747 -1.725 0.0029
H 0.799 2.970 1.374 0.0023
H -0.793 -2.139 -1.208 -0.0028
H -1.891 -0.872 -0.652 -0.0066
H -1.646 -2.315 0.335 -0.0011
H 0.718 -0.316 2.291 -0.0162
H -0.276 -1.806 2.332 -0.0119
```

The value obtained for the energy above the lowest of the compared OMol25 structures with the same formula, charge and spin is 2.599 eV. The HOMO energy (alpha / beta) comes out at -5.14 / -8.82 eV. The multiplicity is 3. Its total charge is 0. The calculation puts the LUMO energy (alpha / beta) at 0.637 / -3.443 eV. The value obtained for the gap between HOMO and LUMO (alpha / beta) is 5.775 / 5.379 eV.

=====

[2]
Below is a 2-piece molecular cluster, C6H17N2 overall, with properties calculated with ωB97M-V/def2-TZVPD.

XYZ file:
```
25
Properties=species:S:1:pos:R:3:mulliken_charge:R:1
C -2.170 -0.139 -2.795 -1.2332
C -1.652 0.453 -1.429 -0.1258
C 0.026 2.070 -1.454 -0.3383
N -0.235 0.797 -1.498 -0.4043
H -3.209 -0.476 -2.670 0.3602
H -2.129 0.655 -3.554 0.3286
H -1.535 -1.002 -3.137 0.3166
H -1.779 -0.331 -0.669 0.1235
H -2.324 1.320 -1.169 0.3788
H -0.725 2.838 -1.101 0.2712
H 1.041 2.322 -1.651 0.3584
C 0.122 -1.630 1.780 -1.4574
C 0.781 -0.297 1.485 0.5536
C 1.802 0.098 2.557 -1.4381
N 1.436 -0.443 0.137 -0.2252
H -0.658 -2.051 1.126 0.3681
H 0.859 -2.441 1.979 0.4194
H -0.400 -1.515 2.764 0.3814
H 0.049 0.514 1.244 0.1820
H 2.508 -0.700 2.775 0.3712
H 1.222 0.283 3.451 0.4093
H 2.330 1.028 2.299 0.4360
H 0.725 -0.018 -0.636 0.2421
H 2.317 0.084 0.180 0.3364
H 1.598 -1.420 -0.017 0.3855
```

The value obtained for the energy above the lowest of the compared OMol25 structures with the same formula, charge and spin is 1.140 eV. The HOMO energy comes out at -14.57 eV. Its total charge is +1. The calculation puts the LUMO energy at -3.318 eV. The value obtained for the gap between HOMO and LUMO is 11.251 eV.

=====

[3]
Below is C16H20BN8RhSe4 as an isolated structure, with properties calculated with ωB97M-V/def2-TZVPD.

XYZ file:
```
50
Properties=species:S:1:pos:R:3:mulliken_spin:R:1
Rh -0.118 -0.001 -0.332 0.0054
C 2.736 1.247 -2.135 -0.0169
C 2.542 1.633 -0.710 0.0007
C 3.392 2.395 0.088 -0.0004
C 2.793 2.435 1.330 -0.0013
N 1.650 1.744 1.271 -0.0043
N 1.485 1.254 0.025 0.0079
B 0.727 1.324 2.438 0.0002
N -0.755 1.584 2.083 -0.0047
C -1.706 2.127 2.849 -0.0017
C -2.923 1.960 2.219 -0.0001
C -2.639 1.278 1.038 0.0001
C -3.603 0.808 0.005 -0.0162
N -1.316 1.067 0.969 0.0078
N 0.866 -0.224 2.546 -0.0016
C 1.249 -1.038 3.535 0.0006
C 1.197 -2.337 3.096 -0.0002
C 0.755 -2.269 1.776 -0.0004
C 0.547 -3.439 0.880 0.0012
N 0.555 -0.979 1.452 0.0011
N 1.083 2.149 3.650 0.0007
C 1.543 1.909 4.909 -0.0004
C 1.674 3.111 5.544 0.0002
C 1.265 4.073 4.590 -0.0003
C 1.213 5.558 4.760 0.0000
N 0.914 3.491 3.460 -0.0001
H 3.532 1.844 -2.573 -0.0005
H 1.828 1.398 -2.715 0.0160
H 3.028 0.197 -2.218 0.0004
H 4.320 2.853 -0.209 0.0000
H 3.099 2.928 2.237 0.0000
H -1.462 2.614 3.777 -0.0001
H -3.890 2.286 2.562 0.0000
H -4.569 1.282 0.158 -0.0005
H -3.750 -0.272 0.073 0.0003
H -3.255 1.044 -0.999 0.0161
H 1.540 -0.667 4.499 -0.0002
H 1.443 -3.230 3.645 -0.0001
H 0.806 -4.350 1.415 0.0002
H 1.175 -3.382 -0.008 0.0000
H -0.492 -3.522 0.564 -0.0001
H 1.754 0.927 5.288 0.0000
H 2.014 3.287 6.551 0.0000
H 1.535 5.831 5.762 0.0000
H 0.201 5.933 4.609 0.0000
H 1.862 6.057 4.041 0.0000
Se -1.516 -1.675 -1.338 0.0290
Se -2.431 1.368 -3.577 0.4676
Se -0.402 1.524 -4.286 0.4663
Se 0.593 -1.499 -2.069 0.0279
```

The value obtained for the energy above the lowest of the compared OMol25 structures with the same formula, charge and spin is 1.490 eV. The HOMO energy (alpha / beta) comes out at -10.93 / -10.81 eV. The multiplicity is 2. Its total charge is +1. The calculation puts the LUMO energy (alpha / beta) at -6.365 / -6.255 eV. The value obtained for the gap between HOMO and LUMO (alpha / beta) is 4.564 / 4.557 eV.

=====

[4]
Below is C34H58AsF6FeN4O5P2 as an isolated structure, with properties calculated with ωB97M-V/def2-TZVPD.

XYZ file:
```
111
Properties=species:S:1:pos:R:3:mulliken_spin:R:1
Fe 0.106 -1.208 1.036 4.3728
F -1.455 -1.987 2.144 -0.0089
As -2.143 -3.321 3.250 -0.0001
F -0.544 -3.904 3.549 0.0021
F -1.917 -2.180 4.519 0.0013
F -2.813 -4.493 4.277 0.0001
F -3.663 -2.646 2.872 0.0012
F -2.184 -4.319 1.864 0.0023
O 1.036 0.680 0.920 0.0781
P 1.224 2.017 1.680 -0.0090
C 2.623 2.135 2.883 0.0003
C 2.927 0.858 3.686 0.0014
C 3.847 -0.128 2.943 0.0062
C 5.138 0.515 2.460 0.0002
C 4.792 1.697 1.569 0.0008
C 3.973 2.696 2.377 -0.0002
C -0.224 2.529 2.680 0.0004
C -1.565 2.379 1.911 -0.0039
C -2.239 1.019 2.077 0.0292
C -2.379 0.620 3.540 0.0009
C -1.002 0.598 4.192 0.0027
C -0.368 1.978 4.116 0.0001
C 1.547 3.584 0.759 0.0022
C 2.626 3.574 -0.351 0.0003
C 2.075 3.178 -1.715 0.0010
C 0.949 4.119 -2.136 0.0003
C -0.178 4.066 -1.108 0.0004
C 0.359 4.443 0.268 -0.0010
H 2.201 2.885 3.561 0.0012
H 2.003 0.371 3.986 0.0035
H 3.435 1.165 4.606 -0.0004
H 3.328 -0.530 2.079 -0.0016
H 4.076 -0.962 3.609 -0.0031
H 5.737 -0.215 1.914 0.0002
H 5.732 0.856 3.315 -0.0005
H 4.210 1.325 0.719 -0.0005
H 5.690 2.175 1.174 0.0001
H 3.833 3.630 1.835 -0.0007
H 4.555 2.944 3.271 0.0000
H -0.013 3.597 2.787 -0.0019
H -1.427 2.576 0.850 0.0016
H -2.251 3.142 2.292 0.0001
H -1.657 0.261 1.547 -0.0237
H -3.211 1.037 1.582 -0.0018
H -2.856 -0.353 3.625 -0.0004
H -3.010 1.352 4.057 0.0009
H -0.376 -0.125 3.669 -0.0026
H -1.070 0.269 5.229 0.0001
H 0.589 2.004 4.639 -0.0001
H -1.030 2.669 4.650 0.0002
H 1.964 4.128 1.616 -0.0001
H 3.461 2.929 -0.096 -0.0009
H 3.020 4.595 -0.415 -0.0001
H 1.684 2.166 -1.651 -0.0022
H 2.885 3.188 -2.447 -0.0001
H 0.572 3.853 -3.121 0.0000
H 1.337 5.144 -2.194 -0.0001
H -0.599 3.058 -1.103 -0.0006
H -0.978 4.758 -1.381 0.0000
H -0.439 4.479 1.007 0.0001
H 0.749 5.465 0.195 0.0002
N 1.458 -3.510 6.829 0.0447
C 1.333 -2.807 5.923 -0.0165
N 1.241 -1.919 4.953 0.0969
C 1.156 -1.895 3.738 0.0337
N 1.112 -1.733 2.553 0.1334
C 1.462 -2.392 -3.489 0.0014
C -0.007 -2.765 -3.632 -0.0005
C -0.562 -2.278 -4.954 -0.0006
C -0.187 -4.270 -3.487 -0.0027
O -0.772 -2.016 -2.620 0.0049
P -0.968 -2.340 -1.103 -0.0156
O 0.376 -2.534 -0.379 0.1760
O -1.575 -1.127 -0.439 0.1043
O -1.833 -3.628 -1.020 -0.0061
C -3.298 -3.704 -1.324 -0.0031
C -3.536 -5.170 -1.603 0.0004
C -4.084 -3.244 -0.113 0.0043
C -3.646 -2.853 -2.538 -0.0004
H 2.061 -3.000 -4.168 0.0001
H 1.805 -2.569 -2.468 -0.0014
H 1.612 -1.340 -3.744 0.0007
H 0.068 -2.629 -5.774 0.0002
H -0.587 -1.186 -4.969 -0.0004
H -1.577 -2.649 -5.108 0.0000
H 0.386 -4.764 -4.273 0.0000
H -1.235 -4.552 -3.592 0.0003
H 0.167 -4.633 -2.520 -0.0006
H -3.146 -5.772 -0.781 0.0000
H -3.051 -5.484 -2.529 0.0002
H -4.609 -5.351 -1.691 -0.0001
H -3.968 -3.937 0.713 0.0002
H -5.142 -3.188 -0.379 -0.0003
H -3.750 -2.262 0.218 -0.0031
H -3.078 -3.158 -3.419 -0.0001
H -3.449 -1.793 -2.356 0.0000
H -4.709 -2.975 -2.748 0.0000
N 0.067 0.721 -2.112 0.0079
C -0.315 1.117 -3.395 -0.0051
C -1.629 1.511 -3.641 0.0005
C -2.014 1.937 -4.904 -0.0003
C -1.104 1.973 -5.954 0.0004
C 0.207 1.592 -5.710 -0.0005
C 0.603 1.180 -4.443 0.0011
H 0.937 0.220 -2.037 -0.0023
H -0.679 0.322 -1.562 -0.0001
H -2.353 1.461 -2.832 0.0002
H -3.038 2.252 -5.069 0.0000
H -1.415 2.283 -6.944 0.0000
H 0.936 1.619 -6.511 0.0000
H 1.637 0.904 -4.259 0.0001
```

The value obtained for the energy above the lowest of the compared OMol25 structures with the same formula, charge and spin is 0.000 eV. The HOMO energy (alpha / beta) comes out at -8.27 / -8.27 eV. The multiplicity is 6. Its total charge is 0. The calculation puts the LUMO energy (alpha / beta) at 0.122 / -2.708 eV. The value obtained for the gap between HOMO and LUMO (alpha / beta) is 8.388 / 5.558 eV.

=====

[5]
Below is C11H26HgN3O6 as an isolated structure, with properties calculated with ωB97M-V/def2-TZVPD.

XYZ file:
```
47
Properties=species:S:1:pos:R:3:mulliken_spin:R:1
Hg -1.727 -0.591 0.257 0.0184
O -2.986 -0.761 -1.586 0.0778
H -2.941 -1.271 -2.419 -0.0031
O -3.864 -1.572 1.000 0.7677
C -3.838 -1.410 2.414 -0.0228
C -2.784 -0.398 3.088 0.0910
O -1.424 -0.518 2.608 0.0701
H -3.730 -2.372 2.916 0.0022
H -4.822 -1.109 2.775 0.0165
H -2.918 -0.342 4.169 -0.0001
H -3.178 0.587 2.839 -0.0053
C -1.693 2.873 0.251 -0.0015
O -1.901 1.651 0.341 -0.0025
N -1.349 3.663 1.266 0.0001
C -0.803 5.028 0.966 0.0000
C -1.100 3.148 2.550 -0.0013
H -1.905 3.634 -0.516 0.0001
H -1.307 5.801 1.546 0.0000
H -0.983 5.339 -0.064 0.0000
H 0.272 5.094 1.134 0.0000
H -1.998 2.627 2.884 -0.0009
H -0.246 2.480 2.664 -0.0003
H -0.903 3.899 3.314 0.0001
C 1.580 0.669 -0.858 -0.0006
O 0.399 0.188 -0.616 -0.0012
N 2.207 0.643 -2.088 -0.0002
C 1.589 0.171 -3.274 0.0003
C 3.624 1.028 -2.164 0.0000
H 2.210 1.165 -0.103 0.0002
H 0.945 0.996 -3.578 0.0000
H 0.996 -0.716 -3.052 -0.0004
H 2.323 -0.069 -4.043 0.0000
H 4.034 1.273 -1.184 0.0000
H 4.242 0.302 -2.692 0.0000
H 3.777 1.865 -2.846 0.0000
C 0.258 -3.550 -0.213 -0.0031
O -0.458 -2.514 -0.083 -0.0014
N 1.592 -3.684 -0.423 0.0002
C 2.232 -4.796 -1.059 0.0000
C 2.310 -2.386 -0.529 0.0001
H -0.218 -4.540 -0.284 -0.0001
H 2.151 -4.871 -2.143 0.0000
H 1.872 -5.717 -0.600 0.0000
H 3.265 -4.946 -0.746 0.0000
H 1.986 -2.044 -1.512 -0.0002
H 1.822 -1.692 0.155 0.0000
H 3.390 -2.256 -0.462 0.0000
```

The HOMO energy (alpha / beta) comes out at -7.47 / -7.27 eV. The multiplicity is 2. Its total charge is 0. The calculation puts the LUMO energy (alpha / beta) at 0.247 / -0.754 eV. The value obtained for the gap between HOMO and LUMO (alpha / beta) is 7.718 / 6.521 eV.

=====

[6]
Below is an isolated molecule of C9H8ClNO3, with properties calculated with ωB97M-V/def2-TZVPD.

XYZ file:
```
22
Properties=species:S:1:pos:R:3:mulliken_charge:R:1
C 0.104 3.228 0.104 0.1538
C 0.503 2.101 0.271 -0.7356
C -0.507 -0.004 2.039 -0.5862
C -1.474 0.262 1.056 -0.2568
C 1.098 0.806 0.383 -0.3427
C 0.805 0.173 1.706 0.1499
C 0.298 -0.064 -0.653 -0.2579
C -1.106 0.280 -0.239 -0.5575
C 0.755 -1.504 -0.727 -0.7012
N -2.173 0.288 -1.248 1.1414
O -1.858 -0.070 -2.354 -0.6714
O -3.247 0.709 -0.927 -0.6403
O 0.409 -1.826 -2.071 -0.6035
Cl 2.131 0.148 2.799 -0.1653
H -0.293 4.179 -0.130 0.4741
H -0.579 -0.268 3.033 0.5396
H -2.455 0.413 1.488 0.4933
H 2.147 0.894 0.304 0.7232
H 0.191 0.392 -1.624 0.7542
H 0.413 -2.050 0.099 0.3511
H 1.780 -1.724 -0.777 0.3739
H -0.475 -1.716 -2.402 0.3638
```

The value obtained for the energy above the lowest of the compared OMol25 structures with the same formula, charge and spin is 4.946 eV. The HOMO energy comes out at -9.20 eV. Its total charge is 0. The calculation puts the LUMO energy at -1.122 eV. The value obtained for the gap between HOMO and LUMO is 8.082 eV.

=====

| no. | molar mass (u) | F_max (eV Å⁻¹) |
| --- | --- | --- |
| 1 | 223.06 | 4.24 |
| 2 | 117.22 | 2.81 |
| 3 | 753.95 | 3.06 |
| 4 | 909.56 | 1.08 |
| 5 | 496.93 | 5.88 |
| 6 | 213.62 | 4.41 |